(1)
Density functional theory data (ωB97M-V with the def2-TZVPD basis set) for C45H49AsGe2MgN2O10S3 as an isolated structure at a distorted geometry.

```
! wB97M-V def2-TZVPD RIJCOSX def2/J DEFGRID3
* xyz -2 1
As 2.328 -3.106 0.395
Ge -1.555 2.575 -2.870
Ge 1.495 1.190 -3.326
S -1.347 -2.639 3.652
S 4.128 -1.009 2.903
S -0.194 1.011 -1.572
Mg 1.416 -0.828 2.660
O -2.623 -5.431 -1.053
O 3.434 0.029 2.114
O -0.437 -3.536 2.963
O -4.270 -4.109 -0.300
O 1.432 -1.767 1.038
O -2.712 -2.429 3.109
O 0.914 0.363 -4.833
O 2.878 -4.153 1.808
O 5.152 -0.538 3.856
O 3.111 -1.981 3.516
N 0.834 1.003 3.238
N -0.523 -1.252 3.851
C -1.776 6.068 -6.130
C 7.013 -2.579 0.324
C -2.380 2.410 4.506
C 0.720 3.368 2.648
C -0.673 -1.581 -2.072
C -1.597 -3.335 5.201
C -2.241 -2.948 -0.825
C -0.356 4.384 -5.011
C -4.392 2.201 -4.083
C -1.089 2.403 3.918
C -0.625 6.640 -6.682
C 6.401 -1.966 1.433
C -3.060 1.239 4.846
C -1.070 -0.481 -1.323
C -3.074 3.761 -0.532
C -2.966 -4.281 -0.811
C -1.296 -2.794 -1.798
C -1.348 -2.645 6.384
C -2.086 4.076 -1.686
C 4.872 -2.696 -0.765
C -1.185 -0.086 4.082
C -0.468 3.553 3.359
C -2.668 -5.065 8.907
C -2.106 -0.582 -0.360
C 6.233 -3.058 -0.718
C -3.070 1.584 -3.615
C 0.650 6.156 -6.393
C -1.656 4.844 -5.388
C 4.247 -2.341 0.475
C 4.980 -1.882 1.577
C 0.762 5.127 -5.491
C -2.217 -5.279 6.432
C -0.378 1.116 3.793
C -2.740 -1.802 -0.184
C -2.511 0.024 4.620
C -1.527 -3.290 7.616
C 1.095 3.058 -3.512
C -1.938 -4.683 5.190
C 2.524 -1.356 -5.810
C 1.735 -0.075 -6.021
C -0.165 3.409 -3.969
C -2.085 -4.576 7.650
C 1.307 2.094 2.557
C 4.349 0.521 -2.864
C 2.985 0.212 -2.272
H 1.761 3.826 -3.167
H -1.002 4.480 3.399
H 8.094 -2.481 0.291
H 0.058 -1.527 -2.853
H 7.075 -1.672 2.277
H -3.699 -4.877 8.959
H 6.619 -3.686 -1.504
H -1.173 4.572 -1.274
H -4.023 1.272 5.307
H -2.472 4.104 -5.396
H -2.005 -5.324 4.291
H -3.454 -1.855 0.630
H 3.562 -1.141 -5.485
H -1.069 -2.811 8.532
H 2.668 -2.067 -6.607
H 2.025 -1.994 -5.063
H -2.506 4.766 -2.327
H -1.095 -3.649 -2.438
H 2.283 1.921 2.077
H -2.736 6.447 -6.369
H -2.555 -6.124 9.168
H 2.940 0.472 -1.212
H -2.612 0.871 -4.334
H 2.673 -0.814 -2.418
H 1.782 4.921 -5.113
H -4.568 -3.242 -0.597
H 4.496 0.074 -3.828
H -2.232 -4.560 9.779
H -0.670 7.336 -7.461
H 4.474 1.596 -3.143
H -0.917 -1.679 6.409
H 2.669 -3.646 2.681
H -4.099 3.859 -0.799
H -2.425 0.324 0.258
H 1.547 6.490 -6.952
H 5.155 0.173 -2.175
H -2.997 2.818 -0.069
H 4.326 -2.829 -1.663
H -4.885 1.411 -4.600
H -2.526 -6.348 6.483
H -3.170 -0.863 4.698
H -4.946 2.438 -3.147
H 2.391 0.778 -6.272
H -4.445 3.032 -4.784
H 0.968 -0.077 -6.803
H -3.329 1.041 -2.687
H -2.900 4.456 0.261
H 1.189 4.155 2.060
H -2.833 3.376 4.627
*
```

Calculated values
LUMO = 0.11589 hartree
Kohn-Sham gap = 2.64 eV
E_HOMO = 0.51 eV

=====

(2)
Density functional theory data (ωB97M-V with the def2-TZVPD basis set) for C10H15F12N3NiO10S4 as an isolated structure at a distorted geometry.

```
! wB97M-V def2-TZVPD RIJCOSX def2/J DEFGRID3
* xyz 0 3
Ni -0.003 0.201 -0.061
S -0.965 -2.823 -0.537
S -0.499 -1.537 -2.870
S 0.799 -0.909 2.960
S 0.274 1.779 2.684
F 2.902 1.619 3.011
F 2.279 2.837 1.341
F 1.669 -3.214 -0.377
F -2.260 0.243 -3.621
F -3.123 -1.355 -2.438
F -2.525 -1.725 -4.499
F -0.841 -1.032 5.031
F 0.592 -4.747 -1.446
F 2.027 3.570 3.365
F -1.854 -0.815 3.128
F -0.961 -2.709 3.690
F 0.389 -4.622 0.688
O 0.327 -0.536 -3.483
O -1.974 0.771 -0.270
O 1.659 -0.522 4.021
O -1.286 -2.456 0.800
O -0.292 -2.859 -3.347
O 2.088 0.063 -0.518
O 1.189 -2.025 2.158
O -0.479 2.612 1.791
O -1.905 -3.568 -1.277
O -0.091 1.736 4.046
N 0.417 0.306 1.940
N -0.457 -1.384 -1.270
N 0.359 2.070 -0.859
C 3.146 -0.604 0.115
C 0.554 -3.915 -0.431
C 1.995 2.489 2.602
C 1.338 1.821 -1.949
C -0.949 2.570 -1.438
C -2.154 2.138 -0.626
C -3.154 0.172 0.258
C 2.550 1.090 -1.404
C -2.214 -1.086 -3.398
C -0.826 -1.405 3.762
H -3.047 2.222 -1.248
H 3.168 1.780 -0.814
H 2.766 -1.422 0.718
H -2.909 -0.821 0.630
H 1.683 2.741 -2.440
H 0.863 1.242 -2.738
H 3.170 0.695 -2.211
H 0.649 2.875 -0.319
H 3.695 0.044 0.814
H -2.231 2.731 0.282
H -0.909 3.660 -1.481
H -3.532 0.746 1.109
H -1.064 2.223 -2.466
H 3.872 -1.010 -0.595
H -3.916 0.056 -0.512
*
```

Calculated values
LUMO (spin up / spin down) = 0.00413 / -0.04222 hartree
Kohn-Sham gap (spin up / spin down) = 11.34 / 10.04 eV
E_HOMO (spin up / spin down) = -11.23 / -11.18 eV

=====

(3)
Density functional theory data (ωB97M-V with the def2-TZVPD basis set) for a 2-piece molecular cluster, CHFO3 overall at a distorted geometry.

```
! wB97M-V def2-TZVPD RIJCOSX def2/J DEFGRID3
* xyz 0 1
F 1.047 -1.172 0.128
O -1.689 -0.063 -0.649
O -0.896 1.017 -0.275
O 2.070 0.783 0.424
C 1.143 0.075 0.237
H -1.676 -0.640 0.135
*
```

Calculated values
LUMO (spin up / spin down) = -0.03787 / -0.04244 hartree
Kohn-Sham gap (spin up / spin down) = 9.92 / 8.52 eV
E_HOMO (spin up / spin down) = -10.95 / -9.67 eV

=====

(4)
Density functional theory data (ωB97M-V with the def2-TZVPD basis set) for a 2-piece molecular cluster, C5H13NO overall at a distorted geometry.

```
! wB97M-V def2-TZVPD RIJCOSX def2/J DEFGRID3
* xyz 0 1
O 2.793 -0.800 -0.946
N -0.076 -0.489 -1.019
C -1.494 0.695 0.588
C 0.725 1.689 -0.028
C -0.118 -1.382 0.194
C -0.433 0.820 -0.502
C -1.163 -0.722 1.162
H -1.485 1.332 1.480
H 2.786 -1.757 -0.876
H 1.878 -0.572 -1.216
H -0.826 -0.776 2.201
H -2.523 0.654 0.257
H -0.832 1.314 -1.435
H -0.658 -0.925 -1.722
H 0.394 2.721 -0.237
H -0.382 -2.411 0.008
H 1.668 1.495 -0.559
H -2.050 -1.385 1.031
H 0.890 -1.174 0.582
H 0.907 1.675 1.037
*
```

Calculated values
LUMO = 0.03183 hartree
Kohn-Sham gap = 10.27 eV
structure (SMILES) = C[C@@H]1CCCN1.O
E_HOMO = -9.40 eV

=====

(5)
Density functional theory data (ωB97M-V with the def2-TZVPD basis set) for C3H5CsMgO4 as an isolated structure at a distorted geometry.

```
! wB97M-V def2-TZVPD RIJCOSX def2/J DEFGRID3
* xyz 3 2
Cs 1.887 -1.416 0.936
Mg 2.496 3.472 -1.400
O 0.561 4.219 -1.604
O 0.853 2.177 -0.879
O -1.245 2.877 -1.177
O -4.769 0.399 -3.405
C -2.088 3.826 -1.366
C 0.129 3.125 -1.253
C -3.486 3.541 -1.495
H -1.675 4.827 -1.552
H -5.512 0.448 -4.036
H -4.032 4.392 -1.025
H -3.655 2.653 -0.841
H -3.761 3.690 -2.557
*
```

Calculated values
LUMO (spin up / spin down) = -0.50411 / -0.50411 hartree
Kohn-Sham gap (spin up / spin down) = 5.29 / 4.41 eV
E_HOMO (spin up / spin down) = -19.01 / -18.13 eV

=====

(6)
Density functional theory data (ωB97M-V with the def2-TZVPD basis set) for C31H27N6O2RbS3 as an isolated structure at a distorted geometry.

```
! wB97M-V def2-TZVPD RIJCOSX def2/J DEFGRID3
* xyz -2 1
Rb -0.496 -0.393 -0.475
S -1.521 -0.129 5.225
S -2.936 -2.581 4.671
S -2.236 0.252 -8.816
O 0.940 2.195 -1.086
O 0.730 -3.016 -0.363
N -0.710 0.260 -8.164
N -1.901 -2.184 1.918
N -3.076 0.783 -7.496
N 0.848 1.415 -3.694
N -1.773 1.383 -2.939
N -1.346 -1.314 2.787
C -1.578 1.261 -4.261
C -1.964 -3.857 0.290
C -0.883 0.424 -6.851
C 3.213 1.455 5.292
C 0.316 -4.053 3.137
C 0.087 -3.551 1.865
C 2.667 -4.285 2.488
C -4.029 1.819 -3.318
C -2.267 0.730 -6.503
C 0.342 3.212 -0.632
C 0.231 0.726 -5.954
C 1.058 -3.542 0.806
C -3.882 1.622 -4.661
C 3.334 0.100 5.114
C 0.484 3.470 0.837
C 1.666 -4.427 3.509
C -1.907 -1.441 4.045
C -0.506 4.171 -1.488
C -0.190 -0.970 6.015
C -1.255 -3.152 1.415
C 0.983 1.211 6.164
C 2.020 2.025 5.844
C -0.121 1.104 -4.637
C 2.392 -3.745 1.228
C 2.538 1.264 -5.423
C 1.104 -0.190 5.907
C 2.196 -0.706 5.209
C 1.592 0.792 -6.342
C -2.628 1.112 -5.119
C -2.992 1.618 -2.441
C 2.142 1.647 -4.165
H -2.459 -4.826 0.608
H 2.841 2.075 -3.486
H 4.041 2.142 5.082
H 3.644 -4.718 2.744
H 0.058 1.697 6.585
H -4.566 1.932 -5.421
H -5.025 2.148 -3.002
H 4.230 -0.447 4.920
H 1.900 -4.985 4.421
H 1.821 0.434 -7.352
H -1.307 -4.089 -0.499
H -0.069 4.325 1.243
H -0.062 -1.943 5.524
H 2.215 -1.707 4.734
H 0.138 2.547 1.433
H 0.620 1.674 -2.623
H 1.885 3.069 6.025
H -3.061 1.720 -1.361
H -2.780 -3.199 -0.136
H 3.216 -3.580 0.491
H -1.573 3.950 -1.681
H -0.558 5.105 -0.895
H 1.569 3.733 0.982
H -0.467 -1.166 7.070
H 0.043 4.209 -2.448
H 3.549 1.569 -5.721
H -0.527 -4.184 3.825
*
```

Calculated values
LUMO (spin up / spin down) = 0.11609 / 0.11584 hartree
Kohn-Sham gap (spin up / spin down) = 4.18 / 3.19 eV
E_HOMO (spin up / spin down) = -1.03 / -0.04 eV

=====

(7)
Density functional theory data (ωB97M-V with the def2-TZVPD basis set) for a 2-piece molecular cluster, CH6N2OS overall at a distorted geometry.

```
! wB97M-V def2-TZVPD RIJCOSX def2/J DEFGRID3
* xyz 0 1
S 0.501 0.031 0.717
O 1.277 -1.104 1.228
N 0.095 1.339 1.501
N 1.533 0.689 -0.483
C -1.288 -0.864 -0.719
H 1.336 -0.029 -1.239
H 1.211 1.616 -0.782
H -0.822 -1.130 -1.671
H -0.252 1.311 2.388
H -1.494 -1.836 -0.191
H -2.097 -0.022 -0.749
*
```

Calculated values
LUMO (spin up / spin down) = -0.01970 / -0.01967 hartree
Kohn-Sham gap (spin up / spin down) = 8.61 / 8.62 eV
E_HOMO (spin up / spin down) = -9.15 / -9.15 eV

=====

(8)
Density functional theory data (ωB97M-V with the def2-TZVPD basis set) for C11H11ClN2O2Re as an isolated structure at a distorted geometry.

```
! wB97M-V def2-TZVPD RIJCOSX def2/J DEFGRID3
* xyz 2 4
Re -0.113 -0.757 -0.067
Cl -2.310 0.722 -0.758
O -3.069 -1.708 0.556
O 0.676 -2.495 2.351
N -0.674 0.911 2.539
N -0.059 0.875 1.335
C 0.750 1.958 1.243
C 1.563 -0.482 -1.517
C 1.608 -1.778 -0.916
C 0.410 -1.852 1.432
C -0.163 0.910 -2.833
C 0.350 -2.445 -1.175
C -0.325 2.025 3.191
C -0.455 -1.567 -1.975
C -1.996 -1.340 0.273
C 0.304 -0.351 -2.222
C 0.579 2.705 2.414
H 0.316 1.755 -2.342
H 2.334 0.298 -1.405
H -0.734 2.262 4.164
H -1.188 1.039 -2.482
H 0.123 -3.479 -0.935
H -1.455 -1.785 -2.335
H -1.329 0.178 2.836
H 1.396 2.090 0.378
H -0.115 0.923 -3.918
H 2.484 -2.242 -0.449
H 1.092 3.629 2.617
*
```

Calculated values
LUMO (spin up / spin down) = -0.27082 / -0.43308 hartree
Kohn-Sham gap (spin up / spin down) = 8.23 / 5.64 eV
E_HOMO (spin up / spin down) = -15.60 / -17.42 eV

=====

(9)
Density functional theory data (ωB97M-V with the def2-TZVPD basis set) for C10H19DyN2 as an isolated structure at a distorted geometry.

```
! wB97M-V def2-TZVPD RIJCOSX def2/J DEFGRID3
* xyz 2 6
Dy -1.178 0.248 -1.052
N 0.689 -1.092 -0.476
N -1.875 -1.225 0.615
C -0.995 1.669 0.809
C 3.604 1.775 -0.940
C 3.481 1.439 0.352
C 0.347 -2.573 -0.653
C -2.345 1.830 0.318
C -1.083 -2.225 1.450
C -0.399 -3.203 0.520
C -0.100 2.199 -0.191
C -0.900 2.689 -1.279
C -2.276 2.450 -0.974
H -0.367 -1.664 2.059
H -2.659 -1.703 0.160
H 1.007 -0.873 0.479
H -1.130 -3.908 0.096
H -0.517 3.223 -2.147
H 2.796 1.995 1.003
H 1.270 -3.113 -0.885
H 4.281 1.233 -1.608
H -1.781 -2.743 2.116
H 0.970 2.349 -0.050
H -2.369 -0.557 1.219
H -0.703 1.382 1.819
H 4.050 0.615 0.804
H 0.269 -3.848 1.107
H -3.124 2.776 -1.577
H -3.251 1.621 0.890
H -0.295 -2.610 -1.545
H 3.108 2.657 -1.362
H 1.476 -0.813 -1.074
*
```

Calculated values
LUMO (spin up / spin down) = -0.29327 / -0.29782 hartree
Kohn-Sham gap (spin up / spin down) = 7.90 / 7.78 eV
E_HOMO (spin up / spin down) = -15.88 / -15.88 eV

=====

(10)
Density functional theory data (ωB97M-V with the def2-TZVPD basis set) for C36H29CoF5N5O5S4 as an isolated structure.

```
! wB97M-V def2-TZVPD RIJCOSX def2/J DEFGRID3
* xyz 0 5
Co 0.127 0.457 0.810
S 2.929 0.002 2.834
S 0.625 9.558 1.114
S 1.880 0.158 -0.977
S 0.305 -0.742 4.918
F -0.602 -2.053 -2.449
F -5.363 -2.140 0.133
F -5.080 -3.428 -2.239
F -3.280 -0.822 1.219
F -2.683 -3.370 -3.519
O -0.806 11.431 0.087
O 3.807 -3.445 -3.498
O -0.829 -0.805 -0.029
O 3.768 -0.500 1.787
O 3.019 -0.561 4.155
N 1.375 -0.191 2.330
N 2.036 -2.262 0.110
N 2.670 -2.081 -2.122
N -0.837 0.040 2.775
N 3.785 5.828 3.087
C -1.409 -0.525 4.924
C 3.647 2.393 1.812
C -2.829 -2.750 -2.349
C -4.048 -2.778 -1.703
C -1.838 -0.125 3.714
C 2.954 2.401 4.131
C 2.205 -1.512 -0.949
C 0.255 5.013 0.866
C -1.871 -1.420 -0.569
C 6.496 -3.956 0.693
C 1.087 7.098 -0.026
C 0.684 -4.307 -0.350
C 0.986 5.716 -0.095
C 0.098 2.367 0.779
C 3.840 3.755 1.865
C -3.114 -1.454 0.053
C 0.344 -0.255 3.256
C 0.450 7.797 0.999
C -1.673 9.317 -0.608
C 0.179 3.577 0.814
C -0.732 10.235 0.130
C 3.134 3.770 4.174
C 3.717 -2.987 -2.386
C 4.684 -3.301 -1.295
C 5.923 -2.691 0.668
C 3.577 4.466 3.041
C -1.764 -2.073 -1.790
C -4.188 -2.124 -0.497
C -0.277 7.097 1.959
C -0.374 5.717 1.893
C 5.274 -4.561 -1.287
C 3.209 1.713 2.945
C 5.014 -2.362 -0.327
C 1.969 -3.723 0.221
C 0.673 -5.828 -0.213
C 6.175 -4.891 -0.287
H 6.629 -5.874 -0.273
H 4.574 -1.372 -0.331
H 1.655 7.645 -0.770
H 3.843 1.841 0.898
H 1.826 -1.735 0.952
H 2.322 -1.642 -2.961
H -1.993 -0.704 5.816
H 6.172 -1.957 1.425
H -0.235 -6.253 -0.645
H 0.719 -6.135 0.835
H -0.935 5.169 2.640
H 5.015 -5.266 -2.068
H 0.602 -4.022 -1.402
H 2.638 1.858 5.013
H 4.191 4.290 0.988
H -1.222 9.062 -1.570
H -1.868 8.391 -0.073
H 7.197 -4.215 1.478
H -0.762 7.641 2.761
H 3.386 6.348 3.846
H 2.833 -4.185 -0.248
H 1.476 5.166 -0.890
H -0.173 -3.871 0.171
H -2.861 0.082 3.437
H 3.864 6.325 2.217
H -2.599 9.857 -0.790
H 2.948 4.313 5.095
H 2.042 -3.936 1.287
H 1.527 -6.274 -0.731
*
```

Calculated values
LUMO (spin up / spin down) = -0.00240 / -0.07892 hartree
Kohn-Sham gap (spin up / spin down) = 8.30 / 6.19 eV
E_HOMO (spin up / spin down) = -8.36 / -8.33 eV

=====

The evaluated energy relative to the best compared isomer or geometry (same formula, charge and spin) for the records listed, in turn: 17.1 0.0 77.0 27.6 0.0 0.0 96.8 41.5 0.0 0.1 kcal/mol.
The evaluated DFT total energy for the records listed, in turn: -10390.3546 -5606.1362 -364.0762 -328.2749 -637.3758 -2895.0935 -624.4928 -1223.4862 -1386.3779 -5514.0131 a.u..